No. 1
{"formula": "C4H8N2OS", "method": "ωB97M-V/def2-TZVPD", "species": ["S", "C", "C", "N", "C", "N", "O", "C", "H", "H", "H", "H", "H", "H", "H", "H"], "xyz": [[-0.954, -0.333, 2.257], [-0.387, -0.758, 0.546], [-1.200, 0.013, -0.507], [-0.543, -0.183, -1.822], [0.606, 0.447, -2.163], [1.539, 0.979, -1.431], [1.318, 0.909, -0.054], [1.139, -0.381, 0.458], [-2.178, -0.921, 2.122], [-0.475, -1.843, 0.473], [-1.207, 1.040, -0.218], [-2.219, -0.384, -0.648], [-1.211, -0.297, -2.628], [0.835, 0.495, -3.246], [1.623, -1.124, -0.187], [1.636, -0.429, 1.415]], "atomic_forces_ev_per_a": [[-0.6, -0.3, -0.6], [0.3, 0.3, 0.9], [0.8, -1.5, -0.6], [-1.9, -0.2, -1.0], [1.7, 0.9, -0.2], [-0.8, -0.7, -1.5], [0.0, 0.5, 0.8], [-1.0, -0.7, -0.8], [0.5, 0.3, 0.2], [-0.1, 0.1, -0.3], [-0.2, 0.8, 0.1], [0.4, 0.2, 0.5], [1.2, 0.2, 1.4], [-0.2, 0.0, 0.7], [0.0, 0.2, -0.1], [-0.1, 0.1, 0.4]], "relative_energy_kcal_mol": 56.89, "smiles": "S[C@H]1CNC=NOC1", "energy_ha": -740.07136, "homo_lumo_gap_ev": 9.265}

---

No. 2
{"formula": "C4H8N2OS", "method": "ωB97M-V/def2-TZVPD", "species": ["N", "C", "C", "S", "N", "C", "C", "O", "H", "H", "H", "H", "H", "H", "H", "H"], "xyz": [[-0.846, -1.506, 1.270], [-1.064, -0.471, 0.190], [-0.769, -0.748, -1.247], [-1.075, -2.008, -2.345], [-0.114, 0.419, -1.393], [-0.164, 0.747, 0.041], [1.239, 1.001, 0.677], [1.999, 1.782, -0.068], [-1.909, -1.696, 1.755], [-0.188, -2.402, 0.833], [-2.187, -0.207, 0.390], [0.741, 0.694, -1.974], [-0.783, 1.616, 0.373], [1.555, -0.164, 0.802], [1.114, 1.588, 1.622], [2.451, 1.355, -0.926]], "atomic_forces_ev_per_a": [[-0.7, -1.8, -1.0], [-2.6, -1.7, 2.9], [-0.3, -2.4, -2.7], [0.5, 1.7, 1.7], [2.3, 1.4, -0.2], [-0.5, 2.5, 1.2], [-2.6, -5.0, 1.8], [3.9, 0.9, -5.0], [4.4, -0.3, -2.2], [-3.3, 3.0, 1.9], [2.1, 0.1, -0.9], [-2.3, -0.8, 0.5], [0.4, 0.0, -1.2], [0.4, 2.7, 0.4], [0.0, -1.2, -0.4], [-1.7, 1.1, 3.2]], "relative_energy_kcal_mol": 90.23, "smiles": "N[C@@H]1C(=S)N[C@@H]1CO", "energy_ha": -740.01822, "homo_lumo_gap_ev": 8.546}

---

No. 3
{"formula": "C4H8N2OS", "method": "ωB97M-V/def2-TZVPD", "species": ["C", "C", "C", "O", "N", "C", "N", "S", "H", "H", "H", "H", "H", "H", "H", "H"], "xyz": [[-1.026, -0.632, 1.344], [-0.957, 0.007, -0.031], [-2.380, 0.229, -0.555], [-3.254, -0.593, -0.466], [-0.314, 1.303, -0.001], [0.943, 1.482, 0.096], [2.032, 0.622, 0.164], [2.157, -0.963, -0.434], [-1.677, -1.552, 1.295], [-0.033, -0.911, 1.672], [-1.465, 0.085, 2.073], [-0.508, -0.680, -0.718], [-2.551, 1.232, -1.044], [1.276, 2.523, 0.174], [2.940, 1.098, 0.249], [2.032, -1.629, 0.709]], "atomic_forces_ev_per_a": [[-1.0, -0.5, 0.4], [-0.8, 0.6, 0.3], [-0.1, 0.3, -0.2], [0.2, 0.2, -0.1], [1.0, 0.1, 0.0], [-0.8, 0.2, 0.0], [0.9, 0.2, 0.0], [0.0, 0.3, -0.4], [0.7, 1.0, 0.1], [0.2, -0.1, 0.2], [0.3, -0.5, -0.4], [0.4, -0.5, -0.5], [0.1, -0.5, 0.3], [0.0, -0.2, 0.0], [-0.9, -0.4, -0.1], [0.0, -0.2, 0.4]], "relative_energy_kcal_mol": 34.96, "smiles": "C[C@@H](C=O)/N=C\\NS", "energy_ha": -740.10631, "homo_lumo_gap_ev": 9.781}

---

No. 4
{"formula": "C4H8N2OS", "method": "ωB97M-V/def2-TZVPD", "species": ["C", "C", "C", "C", "H", "H", "H", "H", "H", "H", "H", "H", "N", "N", "O", "S"], "xyz": [[-1.160, 0.587, -1.018], [-0.216, 0.397, 0.104], [1.097, -1.157, 1.413], [0.103, -1.001, 0.315], [-0.136, 2.690, -0.841], [-1.674, 2.156, 0.144], [-2.200, -0.078, -0.894], [-0.492, 0.125, -2.095], [0.532, -0.905, 2.316], [1.685, -2.099, 1.271], [-0.997, -1.439, 0.503], [1.518, -1.322, -0.834], [-1.334, 2.031, -1.079], [0.655, 1.246, 0.457], [0.512, -1.711, -0.817], [2.107, 0.482, 1.057]], "atomic_forces_ev_per_a": [[0.3, -0.6, -2.0], [1.6, -1.2, -1.7], [0.5, 1.5, -0.3], [-3.7, -3.6, 1.2], [-4.3, -3.1, -1.0], [0.9, 0.3, -4.7], [2.7, 2.0, -0.5], [-2.3, 1.3, 3.3], [0.8, -0.7, 0.4], [-0.6, 1.0, 0.8], [2.3, 0.2, 0.4], [-3.1, -1.7, -0.8], [0.9, 3.3, 4.6], [1.1, 0.3, 0.3], [4.3, 1.9, -0.7], [-1.6, -1.1, 0.6]], "relative_energy_kcal_mol": 140.96, "energy_ha": -739.93738, "homo_lumo_gap_ev": 9.310}

---

What is the formula in the first record?
C4H8N2OS

---

What is the formula in the first record?
C4H8N2OS